Density functional theory data (ωB97M-V/def2-TZVPD) for 3 unconnected molecules or ions with the total composition C4H10O3.

HOMO energy	-8.27	eV
SMILES	C=CC(=C)O.O.O
relative energy (zero: lowest compared OMol25 entry of this formula, charge and spin)	3.4669	eV
HOMO-LUMO gap	8.45	eV
largest force on an atom	1.735	eV Å⁻¹

Geometry as XYZ:
```
17
Properties=species:S:1:pos:R:3:forces:R:3
C -1.0248 -0.7711 -1.2457 -0.62 -0.67 0.70
C -1.1125 -1.3373 -0.0213 0.37 0.48 0.62
C -0.3656 -1.0205 1.2359 -0.18 -0.55 -0.03
C -0.4554 -1.8133 2.3208 -1.42 0.21 -0.20
O 0.1452 0.2278 1.2996 0.93 0.12 0.29
H -0.1340 -0.6772 -1.8514 0.24 1.18 0.54
H -1.9970 -0.4682 -1.6314 0.14 -1.11 -1.06
H -1.9671 -1.9438 0.2316 -0.87 0.53 -0.05
H -0.2839 -1.5382 3.3561 0.61 0.34 -0.36
H -1.2276 -2.5803 2.2511 0.74 -0.43 -0.26
H -0.2788 0.8310 0.6719 0.08 -0.15 -0.34
O -1.0578 2.2096 -0.5945 0.51 0.28 0.63
H -0.7520 2.6806 -1.3685 0.10 0.10 -0.23
H -1.8407 1.7425 -0.8555 -0.61 -0.31 -0.28
O 4.1713 1.2198 -1.4690 0.90 -0.83 -1.23
H 3.4130 1.2693 -0.9109 -0.42 0.64 0.77
H 4.7677 1.9692 -1.4189 -0.50 0.18 0.48
```
Forces are in eV/Å.